1.
{"formula": "C41H34Br2F9N3O10RbS3Sb", "method": "wB97M-V/def2-TZVPD", "species": ["Rb", "O", "C", "C", "C", "C", "C", "C", "C", "C", "N", "H", "H", "H", "H", "H", "H", "H", "H", "H", "H", "H", "F", "C", "F", "F", "S", "O", "O", "N", "S", "O", "O", "C", "F", "F", "F", "C", "C", "C", "C", "C", "C", "Sb", "C", "C", "C", "C", "C", "C", "C", "C", "C", "C", "C", "C", "H", "H", "H", "H", "H", "H", "H", "H", "H", "H", "H", "H", "H", "H", "H", "F", "C", "F", "F", "S", "O", "O", "O", "Br", "C", "C", "C", "C", "N", "C", "H", "H", "H", "H", "Br", "C", "C", "C", "C", "C", "C", "C", "O", "O", "H", "H", "H", "H"], "coordinates": [[1.31, 0.42, -0.33], [-1.87, -2.48, 0.11], [-2.36, -3.46, -0.78], [-2.11, -3.12, -2.24], [-0.69, -2.65, -2.56], [0.43, -3.40, -1.89], [0.50, -4.80, -1.91], [1.58, -5.43, -1.33], [2.57, -4.66, -0.74], [2.42, -3.29, -0.76], [1.38, -2.67, -1.31], [-1.74, -1.62, -0.37], [-3.44, -3.61, -0.63], [-1.87, -4.40, -0.52], [-2.79, -2.32, -2.55], [-2.39, -4.00, -2.83], [-0.58, -1.61, -2.31], [-0.53, -2.72, -3.65], [-0.29, -5.36, -2.39], [1.65, -6.51, -1.33], [3.44, -5.11, -0.26], [3.17, -2.64, -0.31], [4.18, -0.96, -3.35], [3.14, -0.78, -4.14], [3.59, -0.57, -5.38], [2.43, -1.91, -4.16], [2.07, 0.65, -3.54], [2.66, 1.02, -2.27], [0.75, 0.11, -3.51], [2.19, 1.76, -4.65], [3.44, 2.73, -4.71], [4.70, 2.12, -4.42], [3.30, 3.54, -5.89], [3.18, 3.96, -3.31], [3.99, 3.70, -2.28], [1.93, 3.95, -2.87], [3.46, 5.20, -3.73], [-1.75, -5.82, 4.58], [-1.34, -5.46, 3.31], [-1.36, -4.12, 2.92], [-1.79, -3.14, 3.81], [-2.19, -3.52, 5.09], [-2.17, -4.85, 5.48], [-1.78, -1.09, 3.14], [-3.92, -0.89, 3.09], [-4.44, 0.39, 2.94], [-5.82, 0.60, 2.92], [-6.69, -0.48, 3.02], [-6.18, -1.76, 3.14], [-4.80, -1.96, 3.17], [-1.61, -0.26, 5.13], [-2.69, -0.07, 5.98], [-2.52, 0.49, 7.24], [-1.25, 0.86, 7.66], [-0.16, 0.67, 6.82], [-0.35, 0.12, 5.56], [-1.72, -6.86, 4.89], [-1.00, -6.21, 2.61], [-1.04, -3.84, 1.93], [-2.51, -2.76, 5.80], [-2.48, -5.12, 6.48], [-3.78, 1.24, 2.83], [-6.20, 1.61, 2.80], [-7.76, -0.31, 3.00], [-6.85, -2.61, 3.21], [-4.42, -2.97, 3.27], [-3.69, -0.35, 5.67], [-3.37, 0.64, 7.89], [-1.11, 1.31, 8.64], [0.83, 0.96, 7.13], [0.51, 0.02, 4.90], [3.31, -2.70, 2.91], [2.21, -1.93, 2.87], [1.40, -2.43, 1.92], [1.57, -2.07, 4.04], [2.62, -0.16, 2.53], [1.31, 0.44, 2.38], [3.37, 0.23, 3.69], [3.36, -0.24, 1.28], [0.56, 4.43, 5.73], [0.04, 3.81, 4.01], [0.80, 4.13, 2.90], [0.34, 3.70, 1.67], [-0.83, 2.95, 1.61], [-1.54, 2.62, 2.69], [-1.11, 3.05, 3.87], [1.71, 4.70, 2.99], [0.87, 3.93, 0.76], [-1.20, 2.61, 0.64], [-1.69, 2.78, 4.74], [-3.53, 2.22, -3.81], [-4.27, 1.25, -2.36], [-5.64, 1.03, -2.40], [-6.26, 0.30, -1.40], [-5.50, -0.23, -0.37], [-4.13, -0.03, -0.36], [-3.48, 0.72, -1.34], [-1.98, 0.93, -1.21], [-1.52, 2.04, -1.47], [-1.33, -0.06, -0.77], [-6.21, 1.44, -3.22], [-7.33, 0.14, -1.43], [-5.95, -0.80, 0.43], [-3.53, -0.45, 0.43]], "mulliken_charge": [1.08, 1.54, -0.80, -1.08, 0.34, 0.27, -0.80, -0.68, -0.71, -0.66, 0.62, -0.62, 0.37, 0.42, 0.40, 0.47, -0.44, 0.61, 0.46, 0.39, 0.45, 0.43, -0.25, 0.61, -0.25, -0.22, 1.08, -1.02, -0.58, -0.60, 1.10, -0.63, -0.71, 0.64, -0.22, -0.23, -0.26, -0.54, -0.64, -0.36, 0.49, -0.16, -0.74, -0.33, 0.99, -0.19, -0.47, -0.65, -0.70, -0.80, 0.68, -0.55, -0.72, -0.65, -0.57, -0.44, 0.34, 0.42, 0.12, 0.34, 0.38, 0.35, 0.38, 0.28, 0.33, 0.38, 0.46, 0.39, 0.35, 0.49, 0.28, -0.27, 0.68, -0.05, -0.22, 0.96, -0.30, -0.75, -0.72, -0.24, -0.08, -0.24, -0.78, -0.77, -0.14, -0.26, 0.45, 0.60, 0.91, 0.48, -0.20, 0.27, -0.51, -0.80, -1.00, 0.67, 0.20, -0.35, -0.77, 0.32, 0.39, 0.37, 0.43, 0.22], "e_above_lowest_kcal_mol": 0.0, "orbital_gap_ev": 7.77, "charge": -2, "energy_ev": -272260.440}

2.
{"formula": "C6H13HoO5", "method": "wB97M-V/def2-TZVPD", "species": ["O", "C", "C", "O", "C", "C", "O", "Ho", "H", "H", "H", "H", "H", "H", "H", "H", "O", "C", "O", "C", "H", "H", "H", "H", "H"], "coordinates": [[6.13, -1.99, 5.52], [6.28, -2.27, 4.17], [6.16, -3.77, 3.87], [6.96, -4.44, 4.83], [6.70, -5.82, 5.09], [7.26, -6.12, 6.48], [6.84, -5.17, 7.41], [6.66, -3.32, 6.84], [7.27, -1.93, 3.81], [6.49, -4.01, 2.85], [5.11, -4.10, 3.98], [7.16, -6.45, 4.31], [5.60, -5.98, 5.08], [8.37, -6.15, 6.40], [6.94, -7.14, 6.75], [5.48, -1.73, 3.56], [2.39, -0.97, 4.29], [2.51, -2.15, 1.72], [2.66, -0.76, 1.98], [3.06, -0.41, 3.23], [2.30, -2.25, 0.65], [3.43, -2.69, 1.96], [1.67, -2.57, 2.29], [3.13, 0.68, 3.33], [2.64, -1.89, 4.42]], "mulliken_charge": [-0.62, -0.22, -0.48, -0.38, -0.39, -0.44, -0.64, 1.75, 0.30, 0.31, 0.35, 0.33, 0.33, 0.29, 0.35, 0.18, -0.45, -0.50, -0.27, -0.11, 0.27, 0.13, 0.30, 0.29, 0.34], "spin_multiplicity": 6, "e_above_lowest_kcal_mol": 0.0, "orbital_gap_ev": [4.70, 8.41], "charge": 1, "energy_ev": -42459.077}

3.
{"formula": "C5H11N3OP", "method": "wB97M-V/def2-TZVPD", "species": ["C", "C", "C", "C", "C", "N", "N", "N", "O", "P", "H", "H", "H", "H", "H", "H", "H", "H", "H", "H", "H"], "coordinates": [[-0.40, 0.00, -2.06], [0.55, 0.07, -1.09], [-1.28, -1.05, -0.34], [1.84, 0.73, -0.89], [1.89, 1.62, 0.26], [-0.03, -0.63, 0.01], [-1.53, -0.68, -1.55], [-2.70, -1.41, 0.69], [1.80, 0.87, 1.50], [-2.47, -1.39, 2.38], [-0.21, 0.26, -3.16], [2.63, -0.05, -0.56], [2.11, 1.34, -1.80], [2.76, 2.25, 0.17], [1.07, 2.32, 0.34], [0.26, -0.57, 1.00], [-2.47, -0.69, -1.95], [-3.39, -2.04, 0.27], [2.36, 1.41, 2.13], [-1.50, -0.25, 2.27], [-1.30, -2.09, 2.41]], "mulliken_charge": [-0.54, 0.26, 0.23, -0.32, -0.65, 0.00, -0.03, -0.34, -0.56, 0.02, 0.33, 0.22, 0.32, 0.44, 0.35, 0.29, 0.29, 0.29, 0.32, 0.03, 0.06], "e_above_lowest_kcal_mol": 54.4, "smiles": "OCCc1c[nH]/c(=[NH+]/P)[nH]1", "orbital_gap_ev": 9.76, "charge": 1, "energy_ev": -21161.073}

4.
{"formula": "C5H9NO", "method": "wB97M-V/def2-TZVPD", "species": ["O", "C", "C", "C", "C", "C", "N", "H", "H", "H", "H", "H", "H", "H", "H", "H"], "coordinates": [[-1.24, -0.01, 1.45], [-0.20, 0.55, 0.96], [-0.46, 1.32, -0.41], [0.46, -0.30, -0.10], [0.22, -1.73, -0.02], [0.79, -2.60, -0.86], [0.54, 2.34, -0.63], [0.39, 1.25, 1.57], [-1.53, 1.51, -0.40], [-0.56, 0.11, -1.78], [1.42, 0.05, -0.49], [-0.47, -2.04, 0.75], [0.52, -3.64, -0.66], [1.38, -2.26, -1.69], [-0.06, 3.09, -0.97], [0.34, 1.44, -1.44]], "mulliken_charge": [-0.78, 0.19, -0.70, -0.61, -0.16, -0.68, -0.67, 0.42, 0.45, 0.16, 0.65, 0.37, 0.27, 0.30, 0.27, 0.50], "e_above_lowest_kcal_mol": 239.3, "orbital_gap_ev": 6.94, "energy_ev": -8858.838}

5.
{"formula": "C5H10O", "method": "wB97M-V/def2-TZVPD", "species": ["C", "C", "C", "C", "C", "H", "H", "H", "H", "H", "H", "H", "H", "H", "H", "O"], "coordinates": [[1.33, -0.99, 0.49], [0.01, -0.22, 0.25], [-0.58, 0.26, 1.58], [-0.99, -1.09, -0.51], [0.35, 1.03, -0.53], [1.79, -1.29, -0.45], [2.05, -0.35, 1.01], [1.16, -1.89, 1.09], [-0.75, -0.59, 2.26], [0.10, 0.96, 2.09], [-1.54, 0.77, 1.42], [-1.24, -1.98, 0.06], [-0.60, -1.38, -1.49], [-1.93, -0.54, -0.71], [1.09, 1.70, -0.04], [-0.11, 1.34, -1.61]], "mulliken_charge": [-1.62, 1.90, -1.60, -1.66, -0.34, 0.40, 0.40, 0.38, 0.37, 0.39, 0.39, 0.43, 0.36, 0.36, 0.32, -0.47], "e_above_lowest_kcal_mol": 5.0, "smiles": "CC(C)(C)C=O", "orbital_gap_ev": 10.56, "energy_ev": -7394.550}

6.
{"formula": "C6H8O2", "method": "wB97M-V/def2-TZVPD", "species": ["C", "C", "C", "C", "C", "C", "H", "H", "H", "H", "H", "H", "H", "H", "O", "O"], "coordinates": [[-0.85, 0.00, -0.56], [-0.28, 0.93, 0.63], [0.74, -0.27, 0.69], [-0.43, -1.18, 0.54], [1.26, -0.42, -0.89], [0.23, -0.08, -1.63], [-2.54, 0.76, -0.17], [-0.16, 1.96, 0.05], [-1.01, 1.10, 1.49], [2.18, 0.47, 1.55], [-1.10, -1.06, 1.32], [-0.14, -2.15, 0.18], [2.40, -0.28, -0.97], [-0.11, 0.48, -2.69], [-1.99, 0.35, -1.05], [1.81, -0.60, 1.51]], "mulliken_charge": [0.51, -0.92, 0.37, -0.76, -0.56, -0.23, 0.41, 0.35, 0.40, 0.44, 0.34, 0.34, 0.28, 0.25, -0.62, -0.59], "e_above_lowest_kcal_mol": 139.8, "orbital_gap_ev": 9.35, "energy_ev": -10440.663}